1.
{"formula": "C36H33BiN7O4PS2", "method": "wB97M-V/def2-TZVPD", "e_homo_ev": -7.4502, "total_energy_ha": -3428.1044, "species": ["Bi", "C", "C", "N", "N", "C", "S", "S", "C", "C", "C", "C", "C", "C", "C", "C", "C", "C", "C", "C", "C", "O", "H", "H", "H", "H", "H", "H", "H", "H", "H", "H", "H", "H", "H", "H", "N", "N", "C", "N", "N", "N", "O", "O", "H", "H", "H", "H", "H", "O", "C", "C", "C", "C", "C", "C", "C", "P", "C", "C", "C", "C", "C", "C", "C", "C", "C", "C", "C", "C", "H", "H", "H", "H", "H", "H", "H", "H", "H", "H", "H", "H", "H", "H"], "xyz": [[0.1295, 0.2462, -0.4858], [3.7491, 2.8935, 0.4896], [2.3515, 2.3414, 0.5399], [1.9227, 1.6610, -0.4933], [2.7505, 1.6283, -1.5843], [2.7815, 0.6022, -2.3416], [1.9412, -0.8960, -2.0981], [3.8299, 0.6874, -3.7603], [3.5018, 2.3625, -4.4594], [3.9752, 3.5652, -3.6960], [3.0579, 4.3976, -3.0606], [3.4769, 5.5488, -2.4124], [4.8234, 5.8830, -2.3902], [5.7441, 5.0647, -3.0284], [5.3214, 3.9134, -3.6766], [1.5669, 2.5720, 1.7336], [2.2255, 2.9850, 2.9104], [1.5432, 3.3169, 4.0530], [0.1439, 3.2940, 4.0506], [-0.5291, 2.8705, 2.9335], [0.1516, 2.4493, 1.7668], [-0.5574, 2.0195, 0.7595], [4.0484, 3.0520, -0.5408], [3.8364, 3.8224, 1.0454], [4.4188, 2.1478, 0.9279], [4.0181, 2.3063, -5.4179], [2.4293, 2.4096, -4.6388], [2.0068, 4.1379, -3.0712], [2.7505, 6.1853, -1.9224], [5.1543, 6.7809, -1.8840], [6.7941, 5.3289, -3.0295], [6.0450, 3.2754, -4.1715], [3.3058, 3.0216, 2.9268], [2.0864, 3.6115, 4.9412], [-0.4090, 3.6059, 4.9285], [-1.6091, 2.8399, 2.8957], [-0.2733, -3.8447, -2.8507], [-1.4150, -3.7566, -3.6655], [-2.1701, -2.6541, -3.7844], [-3.3205, -2.7713, -4.4618], [-1.6919, -1.5335, -3.2481], [-2.3872, -0.3857, -3.3820], [-1.8630, 0.6438, -2.9803], [-3.4995, -0.3685, -3.9330], [-0.1572, -2.9291, -2.4324], [0.5344, -3.9916, -3.4478], [-1.8245, -4.6455, -3.8917], [-3.5809, -3.6293, -4.9117], [-3.8807, -1.9348, -4.5316], [2.4162, -0.2987, 1.5386], [1.3299, -0.7573, 1.2888], [0.8245, -1.9157, 2.1008], [1.6929, -2.3621, 3.1026], [1.3440, -3.3803, 3.9658], [0.0894, -3.9600, 3.8518], [-0.7777, -3.5392, 2.8578], [-0.4321, -2.5258, 1.9619], [-1.6088, -2.0112, 0.6369], [-2.5125, -0.6541, 1.4787], [-3.3889, 0.0924, 0.6902], [-4.2015, 1.0542, 1.2658], [-4.1301, 1.2941, 2.6309], [-3.2257, 0.5900, 3.4116], [-2.4200, -0.3842, 2.8408], [-2.8725, -3.3448, 0.7424], [-2.4991, -4.5953, 0.2427], [-3.3783, -5.6638, 0.2968], [-4.6481, -5.4914, 0.8332], [-5.0370, -4.2434, 1.2936], [-4.1564, -3.1703, 1.2479], [2.6520, -1.8691, 3.1841], [2.0352, -3.7073, 4.7316], [-0.2205, -4.7349, 4.5415], [-1.7525, -4.0009, 2.7934], [-3.4351, -0.0873, -0.3796], [-4.8907, 1.6166, 0.6494], [-4.7762, 2.0371, 3.0809], [-3.1411, 0.7966, 4.4710], [-1.7192, -0.9328, 3.4559], [-1.5006, -4.7160, -0.1645], [-3.0758, -6.6361, -0.0722], [-5.3342, -6.3266, 0.8915], [-6.0295, -4.1005, 1.7016], [-4.4674, -2.2025, 1.6174]], "forces_ev_per_angstrom": [[-0.2306, 0.4337, -0.0390], [-0.0619, 0.0542, -0.0294], [0.2907, 0.0179, -0.4552], [-0.2178, -0.1291, 0.3463], [0.5175, 0.4919, -0.3864], [-0.2854, 0.0944, 0.3716], [0.0945, -0.2725, -0.1052], [0.1899, 0.1243, -0.3467], [-0.0460, -0.3243, 0.3640], [-0.0451, 0.0851, -0.0258], [0.0385, -0.0232, -0.0359], [-0.0028, -0.0012, 0.0514], [0.0069, 0.0328, 0.0035], [0.0365, -0.0315, 0.0119], [-0.0051, -0.0391, 0.0390], [-0.3144, -0.0211, 0.1727], [-0.0014, -0.0300, -0.0031], [0.1175, 0.0787, 0.1378], [-0.0078, -0.0901, -0.1513], [-0.0374, 0.0145, 0.0421], [0.0181, 0.1526, -0.0263], [0.2403, -0.1955, -0.0920], [0.0521, 0.0033, -0.0233], [-0.0315, -0.0231, 0.0354], [0.0328, 0.0224, -0.0236], [-0.0712, -0.0391, -0.0602], [0.0074, 0.0701, -0.0638], [-0.0171, -0.0211, -0.0010], [0.0044, -0.0113, -0.0003], [-0.0076, 0.0021, -0.0081], [0.0021, -0.0182, 0.0167], [-0.0020, -0.0015, -0.0054], [-0.0102, 0.0000, -0.0113], [-0.0050, 0.0092, -0.0132], [0.0073, -0.0133, 0.0119], [-0.0266, -0.0253, 0.0229], [0.1275, -0.0795, 0.1983], [0.0177, -0.0859, -0.1907], [-0.4499, 0.2896, -0.4299], [0.0355, -0.4991, -0.0090], [0.6123, -0.0755, 0.5582], [-0.1853, 0.4938, -0.6520], [-0.0839, -0.7452, 0.0613], [-0.0672, 0.4626, 0.3134], [0.0292, 0.1580, 0.1709], [-0.0057, 0.1770, -0.0879], [-0.1362, 0.0122, 0.1328], [0.0692, -0.0594, 0.0344], [-0.0262, 0.0225, -0.0333], [-0.0442, -0.0438, -0.1342], [-0.1109, 0.0515, 0.0113], [-0.0229, -0.3335, 0.3438], [0.0251, 0.1024, -0.0893], [-0.0543, 0.0065, 0.0282], [0.0379, -0.0042, 0.0053], [-0.0802, 0.0249, 0.0245], [0.1015, 0.0083, -0.0270], [-0.2966, -0.1905, 0.6176], [0.0823, -0.0015, -0.1564], [0.0714, -0.0174, 0.0126], [-0.0669, 0.0185, -0.0410], [-0.0168, 0.0078, -0.0084], [-0.0003, -0.0203, 0.0432], [0.0050, 0.0012, -0.0767], [0.1679, -0.0238, -0.3178], [-0.0021, 0.1218, 0.0312], [0.0473, -0.0713, -0.0069], [-0.0349, 0.0382, -0.0043], [-0.0380, -0.0159, 0.0210], [0.0980, 0.0159, 0.0239], [0.0061, -0.0134, 0.0005], [-0.0026, 0.0048, 0.0034], [-0.0003, -0.0252, -0.0300], [-0.0167, -0.0234, -0.0310], [-0.0297, 0.0158, -0.0001], [0.0206, 0.0120, -0.0047], [0.0387, 0.0257, 0.0094], [-0.0249, 0.0026, 0.0002], [-0.0084, -0.0136, 0.0386], [-0.0265, -0.1036, -0.0700], [0.0232, 0.0195, 0.0005], [0.0050, -0.0043, -0.0327], [-0.0005, -0.0055, -0.0025], [-0.0188, -0.0139, 0.0304]], "lowdin_charge": [1.541, -0.002, -0.239, -0.136, -0.076, -1.128, 0.445, 0.866, -0.407, -0.304, -0.063, -0.088, -0.099, -0.088, -0.051, -0.132, -0.045, -0.100, -0.081, -0.018, -0.372, -0.301, 0.065, 0.083, 0.108, 0.074, 0.080, 0.113, 0.103, 0.099, 0.100, 0.113, 0.105, 0.096, 0.102, 0.100, 0.058, -0.013, -0.399, 0.184, 0.142, -0.435, -0.025, -0.003, 0.012, 0.088, 0.142, 0.113, 0.073, 0.001, -0.423, -0.209, -0.018, -0.064, -0.065, -0.085, -0.325, 1.007, -0.428, -0.125, -0.068, -0.083, -0.085, -0.071, -0.380, -0.120, -0.086, -0.089, -0.077, -0.074, 0.117, 0.106, 0.107, 0.101, 0.102, 0.109, 0.105, 0.108, 0.107, 0.097, 0.103, 0.102, 0.105, 0.100]}


2.
{"formula": "C12H27N2O2", "method": "wB97M-V/def2-TZVPD", "e_homo_ev": -12.6228, "smiles": "CCC[C@@H]1NCC[NH2+][C@]1(COC)COCC", "total_energy_ha": -733.1668, "total_charge": 1, "species": ["C", "C", "C", "C", "N", "C", "C", "N", "C", "C", "O", "C", "C", "O", "C", "C", "H", "H", "H", "H", "H", "H", "H", "H", "H", "H", "H", "H", "H", "H", "H", "H", "H", "H", "H", "H", "H", "H", "H", "H", "H", "H", "H"], "xyz": [[2.3707, -1.9369, 1.6264], [1.0097, -2.0208, 0.9142], [1.0433, -1.6387, -0.5701], [1.0815, -0.1541, -0.9339], [2.2799, 0.5102, -0.4488], [2.4718, 1.8430, -0.9737], [1.2511, 2.7484, -0.8315], [0.0194, 2.0084, -1.2598], [-0.2009, 0.6468, -0.5900], [-1.4460, 0.1032, -1.2888], [-1.1914, 0.1792, -2.6752], [-2.2107, -0.4254, -3.4654], [-0.4695, 0.8984, 0.8997], [-1.4524, 0.0025, 1.3223], [-1.6047, -0.0405, 2.7463], [-2.5830, -1.1331, 3.0822], [2.3063, -1.4311, 2.5908], [3.1161, -1.4192, 1.0207], [2.7794, -2.9283, 1.8184], [0.2564, -1.4208, 1.4288], [0.6345, -3.0428, 0.9759], [0.1818, -2.0724, -1.0833], [1.9266, -2.0834, -1.0336], [1.1469, -0.1219, -2.0284], [2.4031, 0.4601, 0.5542], [2.7480, 1.7694, -2.0307], [3.3032, 2.3220, -0.4589], [1.3331, 3.6299, -1.4659], [1.0862, 3.0694, 0.1959], [0.0314, 1.8137, -2.2691], [-0.8059, 2.5882, -1.0947], [-2.3247, 0.7129, -1.0280], [-1.6507, -0.9138, -0.9518], [-3.1934, -0.0086, -3.2265], [-1.9753, -0.2087, -4.5035], [-2.2274, -1.5065, -3.3112], [-0.7993, 1.9405, 1.0565], [0.4547, 0.7699, 1.4812], [-0.6210, -0.2223, 3.1970], [-1.9620, 0.9348, 3.0984], [-2.1742, -2.1187, 2.8617], [-3.5030, -1.0058, 2.5105], [-2.8393, -1.0972, 4.1414]], "forces_ev_per_angstrom": [[0.1014, -0.0227, -0.0333], [-0.0821, 0.0930, 0.0471], [-0.0645, -0.0241, -0.0078], [0.1802, 0.0426, 0.0494], [0.0000, 0.0510, 0.0832], [-0.0362, -0.0122, 0.0208], [-0.0142, -0.0299, -0.0525], [0.0016, -0.0221, -0.0054], [-0.0892, 0.1483, -0.1435], [-0.0593, 0.0968, -0.0370], [-0.0156, -0.0332, 0.0595], [-0.0236, 0.0401, -0.0642], [0.0617, -0.0068, 0.0369], [-0.0402, -0.0001, 0.0379], [0.0475, 0.1534, -0.0868], [-0.1502, -0.0836, 0.0472], [-0.0206, 0.0033, 0.0033], [-0.0168, -0.0137, 0.0400], [-0.0246, -0.0016, 0.0025], [0.1343, -0.1379, -0.0445], [0.0193, -0.0193, -0.0032], [0.0234, -0.0376, 0.0321], [-0.0107, -0.0116, -0.0079], [0.0042, -0.0178, 0.0104], [-0.0525, -0.0246, -0.0689], [-0.0477, -0.0062, -0.0020], [0.0508, -0.0089, -0.0575], [-0.0109, 0.0465, 0.0462], [0.0317, -0.0550, 0.0339], [-0.0089, -0.0210, 0.0459], [0.0147, -0.0268, -0.0071], [0.0232, -0.0461, 0.0235], [0.0380, -0.0005, -0.0451], [0.0357, 0.0051, 0.0303], [0.0042, -0.0371, -0.0006], [0.0019, 0.0102, 0.0261], [-0.0415, -0.0480, 0.0195], [-0.0517, 0.0542, -0.0241], [-0.0301, -0.0120, 0.0436], [0.0192, -0.0197, -0.0263], [0.0305, 0.0187, -0.0283], [0.0198, 0.0222, 0.0243], [0.0479, -0.0052, -0.0173]], "lowdin_charge": [-0.088, -0.214, -0.122, -0.270, 0.000, -0.170, -0.083, 0.112, -0.279, -0.153, -0.199, -0.054, -0.161, -0.169, -0.250, -0.055, 0.071, 0.061, 0.077, 0.073, 0.114, 0.115, 0.131, 0.155, 0.104, 0.131, 0.134, 0.137, 0.130, 0.174, 0.183, 0.151, 0.141, 0.098, 0.098, 0.099, 0.142, 0.131, 0.122, 0.129, 0.081, 0.085, 0.087]}


3.
{"formula": "C6H12N2", "method": "wB97M-V/def2-TZVPD", "e_homo_ev": -8.0932, "de_lowest_kcal_mol": 190.4, "total_energy_ha": -345.0245, "species": ["C", "C", "C", "C", "C", "C", "H", "H", "H", "H", "H", "H", "H", "H", "H", "H", "H", "H", "N", "N"], "xyz": [[2.6976, -0.3438, -0.3986], [1.3604, -1.0795, 0.1432], [-0.9700, -0.4978, 0.7242], [-2.0641, 0.3442, -0.0155], [-3.2063, -0.4115, -0.1723], [0.3415, 1.9761, -0.0910], [2.7477, 0.8308, -0.1396], [3.5799, -1.0594, -0.0832], [2.7955, -0.4282, -1.5039], [1.1583, -2.1312, -0.2824], [1.8992, -1.0732, 1.2279], [-0.8867, -1.3587, 0.2265], [-1.1548, -0.7296, 1.8146], [-2.0312, 1.3903, -0.0704], [-3.8614, 0.1783, -0.7535], [-3.5169, -1.4747, -0.5484], [-0.4735, 1.6730, -1.2080], [0.5096, 3.1357, -0.0162], [0.2805, -0.0808, 0.2544], [0.7945, 1.1401, 0.8922]], "forces_ev_per_angstrom": [[0.5148, -0.7368, -1.4056], [3.5451, 1.9839, 3.2623], [-0.7867, 2.9916, 0.5416], [-1.4956, -5.8975, 3.2642], [0.6369, 0.9041, -3.4421], [-0.1164, 0.7171, 0.9060], [0.2340, -3.3250, -0.1585], [-1.4542, 2.0038, -0.0615], [-0.3637, 0.4007, 0.3683], [-0.0292, 2.0433, 0.6482], [-1.9857, -1.3671, -1.4535], [-1.3788, -4.1429, -1.5121], [0.3444, 0.7384, -0.7359], [-0.3018, 1.0465, -0.0368], [-1.6710, 0.9015, -0.1421], [1.6127, 1.4072, 2.0007], [3.2951, 0.6715, 3.6837], [-0.1891, -2.2044, 0.2034], [2.8470, -0.7892, 0.2112], [-3.2579, 2.6534, -6.1415]], "lowdin_charge": [-0.145, -0.213, -0.240, -0.127, -0.011, -0.060, 0.094, 0.088, 0.039, 0.137, 0.123, 0.056, 0.143, 0.043, 0.008, 0.105, 0.188, 0.074, -0.340, 0.039]}


4.
{"formula": "C4H12N4O8", "method": "wB97M-V/def2-TZVPD", "e_homo_ev": -11.1647, "smiles": "C[N+](=O)[O-].C[N+](=O)[O-].C[N+](=O)[O-].C[N+](=O)[O-]", "de_lowest_kcal_mol": 32.1, "total_energy_ha": -980.1254, "species": ["C", "N", "O", "O", "H", "H", "H", "C", "N", "O", "O", "H", "H", "H", "C", "N", "O", "O", "H", "H", "H", "C", "N", "O", "O", "H", "H", "H"], "xyz": [[11.7713, -7.2882, 5.7442], [10.4408, -7.6543, 5.1733], [10.1341, -7.2579, 4.0778], [9.6939, -8.4055, 5.8287], [11.9699, -6.2354, 5.5436], [12.4996, -7.9713, 5.3073], [11.7213, -7.4666, 6.8184], [6.2472, -0.6132, -4.2729], [7.4072, -1.0232, -3.4467], [7.1275, -0.9168, -2.2916], [8.3646, -1.5718, -3.9785], [6.3610, 0.3519, -4.7666], [5.2889, -0.6685, -3.7564], [6.2712, -1.4420, -4.9804], [9.8759, -2.0026, 2.6889], [11.0705, -1.2679, 2.4127], [12.0433, -1.9708, 2.0916], [11.0281, -0.0615, 2.4500], [9.9030, -2.2821, 3.7421], [9.7678, -2.8442, 2.0046], [9.1803, -1.1805, 2.5208], [18.0022, -1.2248, 0.4300], [19.3909, -0.8123, 0.7656], [20.1317, -1.7069, 1.0752], [19.6160, 0.3894, 0.6203], [18.0365, -2.1780, -0.0977], [17.4525, -0.4265, -0.0686], [17.6266, -1.5330, 1.4057]], "forces_ev_per_angstrom": [[-0.2264, -0.1134, 0.5570], [-1.7656, -1.5274, 0.7630], [0.5346, 0.5744, -0.3599], [1.5467, 1.0946, -0.3643], [0.0170, -0.2848, -0.2661], [-0.0402, 0.2702, -0.1443], [-0.0633, -0.0027, -0.1871], [-0.1981, -0.8979, -2.0121], [-1.2841, -0.3083, -1.1088], [1.4291, -0.1247, 2.3461], [-0.4950, 0.8722, 0.8249], [0.3680, -0.1969, 0.1203], [0.5829, 0.1597, 0.5013], [-0.4003, 0.4927, -0.6602], [-1.6343, 0.6584, 0.2959], [2.7191, -1.2974, -1.2580], [-0.5677, 1.3581, 0.4769], [0.4425, 0.0634, 0.1366], [-0.1152, -0.1670, -0.1642], [0.0965, 0.1800, 0.2687], [-0.9353, -0.8051, 0.2327], [-0.1863, -0.8348, 0.7241], [-1.1780, 1.1414, -1.6856], [0.8732, 0.3281, 0.4691], [0.6437, -1.2367, 0.6437], [0.2091, 0.3634, -0.4119], [0.1919, -0.2262, 0.2768], [-0.5646, 0.4666, -0.0146]], "lowdin_charge": [0.044, -0.441, 0.066, 0.036, 0.098, 0.103, 0.094, 0.027, -0.459, 0.075, 0.064, 0.101, 0.097, 0.095, 0.023, -0.467, 0.041, 0.079, 0.111, 0.111, 0.103, 0.033, -0.458, 0.074, 0.055, 0.097, 0.100, 0.101]}